Entry 1:
The following is a DFT calculation (ωB97M-V/def2-TZVPD) of the ion C5H6N with charge +1 in a non-equilibrium geometry.

XYZ file:
```
12
Properties=species:S:1:pos:R:3:mulliken_spin:R:1
H 0.59 1.61 1.31 0.007
C -0.17 -0.74 -0.66 0.528
H -0.57 -1.83 -0.73 0.007
H 1.79 1.85 -1.46 0.010
C 0.79 -0.16 -1.54 -0.068
H -1.08 -0.30 2.52 0.034
H -1.98 -1.42 1.42 0.019
H 1.17 -0.70 -2.31 -0.001
N -0.05 1.24 0.60 0.342
C 1.16 1.07 -1.27 0.387
C -0.45 0.01 0.56 0.104
C -1.20 -0.62 1.56 0.631
```

Results
**Maximum force**: 4.74 eV/Å
**Multiplicity**: 3
**LUMO energy (spin up / spin down)**: -5.8 / -7.5 eV
**Energy relative to the best compared isomer or geometry (same formula, charge and spin)**: 50.68 kcal/mol
**HOMO (spin up / spin down)**: -13.484 / -16.014 eV
**Net charge**: +1
**Gap between HOMO and LUMO (spin up / spin down)**: 7.73 / 8.52 eV

***

Entry 2:
The following is a DFT calculation (ωB97M-V/def2-TZVPD) of a cluster of 3 separate species, C4H14NO2 in total in a non-equilibrium geometry.

XYZ file:
```
21
Properties=species:S:1:pos:R:3:mulliken_charge:R:1
H 0.07 -2.07 -1.96 0.254
H -0.61 -0.31 0.46 0.258
H -1.24 -2.27 -0.52 0.325
O -0.86 0.30 -2.70 -0.576
N 0.09 -0.74 -0.25 0.077
H -0.33 1.46 0.56 0.300
C 1.44 1.55 1.83 -1.164
H 2.34 2.16 1.75 0.377
C -0.40 -1.75 -0.94 -0.195
C 0.77 1.44 0.39 -0.492
H 2.17 -0.26 0.08 0.472
H -1.39 -1.93 2.16 0.305
C 1.23 0.13 -0.28 -0.469
H 0.88 2.42 -0.10 0.416
H -2.65 -0.81 2.16 0.323
H 0.79 2.03 2.62 0.303
H -1.30 1.16 -2.36 0.317
H 1.88 0.58 2.30 0.284
O -1.71 -1.05 1.86 -0.662
H -0.25 0.46 -3.28 0.270
H 1.39 0.30 -1.36 0.275
```

Results
**Maximum force**: 9.38 eV/Å
**LUMO energy**: -4.5 eV
**Energy relative to the best compared isomer or geometry (same formula, charge and spin)**: 73.99 kcal/mol
**HOMO**: -15.428 eV
**Net charge**: +1
**Gap between HOMO and LUMO**: 10.94 eV

***

no.,calculated total energy (a.u.)
1,-248.3784
2,-365.7128